A structure of composition C29H48Cl2N3O4SiTeTl. Source: OMol25; level of theory: the ωB97M-V functional and the def2-TZVPD basis.

Calculated values
HOMO-LUMO gap (alpha / beta)   4.250 / 4.310 eV
2S+1   1
Strongest force on any atom   7.86 eV Å⁻¹

Element x y z (Å)
C (3.058, -2.410, -6.216)
C (2.988, -1.707, -7.502)
H (2.541, -3.404, -6.059)
H (2.656, -1.753, -5.431)
H (4.157, -2.602, -5.979)
C (2.801, -2.380, -8.657)
C (2.687, -3.886, -8.906)
H (2.738, -1.765, -9.577)
H (1.935, -4.374, -8.277)
H (3.666, -4.343, -8.771)
H (2.381, -4.126, -9.932)
Tl (3.710, 0.901, -4.281)
Cl (2.771, -1.173, -2.597)
C (0.785, 3.836, -3.121)
O (1.035, 2.628, -3.080)
N (-0.450, 4.361, -2.848)
C (-1.451, 3.396, -2.434)
C (-0.816, 5.731, -3.125)
H (1.542, 4.590, -3.371)
H (-1.094, 2.895, -1.536)
H (-1.606, 2.629, -3.193)
H (-2.387, 3.911, -2.219)
H (0.019, 6.400, -2.949)
H (-1.638, 6.008, -2.452)
H (-1.150, 5.898, -4.162)
H (-3.727, 1.990, 2.903)
H (-0.430, 1.891, 4.025)
C (-3.175, 1.063, 2.644)
C (-0.878, 0.985, 3.596)
N (-1.757, 1.308, 2.495)
H (-3.610, 0.666, 1.709)
C (-1.344, 2.062, 1.447)
O (-2.098, 2.604, 0.645)
H (-0.059, 0.337, 3.264)
H (-0.235, 2.112, 1.372)
H (-3.307, 0.337, 3.455)
H (-1.466, 0.481, 4.369)
H (0.240, -3.505, -0.397)
H (0.690, -3.201, -3.086)
C (-0.585, -4.141, -0.751)
C (-0.173, -3.864, -3.179)
N (-1.072, -3.709, -2.051)
H (-1.393, -4.089, -0.012)
C (-2.184, -2.942, -2.188)
O (-2.435, -2.233, -3.170)
H (-0.726, -3.628, -4.087)
H (-2.866, -3.035, -1.335)
H (-0.234, -5.174, -0.809)
H (0.166, -4.905, -3.209)
O (3.252, 0.506, -6.248)
C (3.237, -0.157, -7.467)
C (0.889, 0.185, -8.877)
C (2.139, 0.641, -8.314)
H (0.570, -0.877, -8.701)
C (0.032, 1.017, -9.583)
H (4.304, 0.083, -7.783)
C (2.286, 2.044, -8.353)
H (-0.927, 0.651, -9.944)
C (0.331, 2.379, -9.785)
C (1.425, 2.887, -9.101)
H (3.081, 2.469, -7.752)
H (-0.374, 3.041, -10.275)
H (1.635, 3.952, -9.105)
Si (-1.354, -0.094, -4.311)
Cl (-1.446, 0.122, -2.360)
C (-1.522, -1.248, -6.013)
C (-1.199, 1.467, -5.626)
C (0.428, -0.647, -4.129)
H (-1.973, -0.587, -6.769)
H (-2.110, -2.169, -5.928)
H (-0.540, -1.616, -6.388)
H (0.986, -0.960, -5.035)
H (0.685, -1.258, -3.212)
H (1.068, 0.304, -3.903)
H (-1.367, 1.082, -6.656)
H (-0.158, 1.999, -5.673)
H (-1.966, 2.232, -5.441)
Te (1.188, 0.530, -0.491)
C (2.065, 0.299, 1.485)
C (2.023, -0.960, 2.154)
C (2.255, -1.072, 3.535)
C (2.724, 0.025, 4.289)
C (2.859, 1.246, 3.628)
C (2.614, 1.375, 2.245)
H (1.781, -1.826, 1.527)
H (2.085, -1.995, 4.082)
H (2.964, -0.076, 5.354)
H (3.174, 2.111, 4.225)
H (2.838, 2.281, 1.710)

A structure of composition C18H16CoN9O2S4. Source: OMol25; level of theory: the ωB97M-V functional and the def2-TZVPD basis.

Calculated values
HOMO-LUMO gap (alpha / beta)   5.255 / 5.468 eV
Expectation value of S²   0.797
2S+1   2
Total charge   -1
Strongest force on any atom   0.67 eV Å⁻¹

Element x y z (Å)
Co (-0.065, 0.674, -0.973)
N (-1.496, 2.741, 3.003)
C (-1.495, 1.828, 2.007)
N (-0.458, 1.408, 1.385)
C (0.778, 1.937, 1.716)
N (1.862, 1.518, 1.158)
N (1.553, 0.604, 0.173)
C (2.324, -0.390, 0.023)
C (1.798, -1.432, -0.865)
C (2.530, -2.541, -1.244)
C (1.904, -3.498, -2.035)
C (0.590, -3.298, -2.403)
C (-0.075, -2.151, -1.987)
N (0.517, -1.238, -1.226)
C (0.856, 2.992, 2.736)
C (2.046, 3.663, 3.026)
C (2.057, 4.678, 3.957)
C (0.875, 5.042, 4.603)
C (-0.314, 4.407, 4.315)
C (-0.318, 3.382, 3.371)
H (-2.373, 3.065, 3.367)
H (-2.465, 1.426, 1.728)
H (3.236, -0.520, 0.593)
H (3.559, -2.649, -0.929)
H (2.449, -4.375, -2.362)
H (0.067, -4.006, -3.032)
H (-1.093, -1.916, -2.267)
H (2.935, 3.392, 2.474)
H (2.971, 5.223, 4.147)
H (0.885, 5.853, 5.321)
H (-1.240, 4.706, 4.793)
S (-2.231, 0.379, -1.692)
S (-1.955, 0.098, -3.754)
S (-0.551, 1.501, -4.169)
S (1.095, 0.856, -3.096)
N (2.565, 5.898, 0.065)
C (1.532, 5.436, -0.216)
N (0.317, 5.013, -0.508)
C (0.123, 3.762, -0.787)
N (-0.188, 2.673, -1.046)
N (-2.815, -3.853, 0.630)
C (-1.992, -3.691, 1.825)
C (-1.256, -2.350, 1.839)
O (-0.387, -2.106, 2.640)
O (-1.637, -1.495, 0.898)
H (-3.645, -4.396, 0.797)
H (-2.306, -4.281, -0.131)
H (-2.368, -1.900, 0.392)
H (-1.235, -4.466, 1.965)
H (-2.623, -3.706, 2.714)

A cluster of 2 separate species, C3H6INS in total. Source: OMol25; level of theory: the ωB97M-V functional and the def2-TZVPD basis.

Calculated values
HOMO-LUMO gap   8.309 eV
2S+1   1
Strongest force on any atom   4.46 eV Å⁻¹

Element x y z (Å)
C (1.872, -1.902, 0.066)
C (1.193, -0.776, -0.139)
C (-1.901, 1.178, -0.486)
N (-0.184, 1.347, 0.523)
S (0.239, -0.039, 1.248)
I (-2.955, -0.394, 0.255)
H (2.454, -2.129, -0.732)
H (2.225, -2.421, 0.987)
H (1.321, -0.203, -1.114)
H (-1.422, 1.138, -1.449)
H (-2.184, 2.185, -0.194)
H (-0.658, 2.017, 1.034)

A structure of composition C39H44AsIMoN6O2S2. Source: OMol25; level of theory: the ωB97M-V functional and the def2-TZVPD basis.

Calculated values
HOMO-LUMO gap (alpha / beta)   6.479 / 6.716 eV
Expectation value of S²   2.036
2S+1   3
Strongest force on any atom   4.54 eV Å⁻¹

Element x y z (Å)
Mo (15.474, -12.111, 4.352)
N (16.386, -10.662, 3.502)
C (17.831, -10.707, 3.306)
C (18.514, -11.772, 4.139)
N (17.747, -13.086, 4.148)
C (18.382, -14.218, 4.927)
C (18.680, -13.977, 6.488)
N (17.554, -13.553, 7.251)
H (15.897, -9.862, 3.052)
H (15.261, -7.036, 12.929)
H (18.246, -9.723, 3.585)
H (18.070, -10.888, 2.278)
H (18.624, -11.391, 5.109)
H (19.539, -11.994, 3.722)
H (17.718, -13.424, 3.172)
H (19.382, -14.559, 4.548)
H (17.794, -15.087, 4.605)
H (19.422, -13.192, 6.605)
H (19.142, -14.881, 7.021)
H (17.711, -13.747, 8.244)
H (16.664, -14.038, 7.048)
S (15.074, -14.551, 3.980)
C (13.543, -14.564, 3.220)
C (13.029, -15.831, 2.887)
N (12.739, -16.912, 2.551)
C (12.968, -13.459, 2.694)
S (13.415, -11.874, 3.198)
C (11.789, -13.639, 1.965)
N (10.899, -13.780, 1.235)
I (17.960, -3.578, 19.508)
C (17.014, -4.210, 17.791)
C (15.677, -4.635, 17.906)
C (15.149, -5.355, 16.841)
C (15.849, -5.475, 15.628)
C (17.090, -4.920, 15.498)
C (17.705, -4.342, 16.590)
C (15.187, -6.271, 14.539)
O (14.017, -6.573, 14.559)
O (15.914, -6.522, 13.424)
H (15.031, -4.229, 18.729)
H (14.111, -5.778, 16.968)
H (17.573, -4.841, 14.482)
H (18.576, -3.800, 16.484)
C (5.589, -6.008, 11.601)
C (6.732, -6.936, 11.413)
C (6.552, -8.079, 10.599)
C (7.546, -9.012, 10.427)
C (7.263, -10.348, 9.753)
C (8.809, -8.709, 10.944)
As (10.291, -9.936, 10.825)
N (15.039, -11.670, 5.996)
C (15.069, -10.971, 7.169)
C (14.969, -11.737, 8.359)
C (15.331, -11.209, 9.556)
C (15.550, -9.776, 9.678)
C (15.352, -8.981, 8.564)
C (15.243, -9.517, 7.213)
C (9.432, -11.519, 11.879)
C (9.116, -11.429, 13.285)
C (9.649, -10.367, 14.283)
C (8.213, -12.363, 13.699)
C (7.986, -13.562, 12.998)
C (7.041, -14.582, 13.634)
C (8.616, -13.763, 11.744)
C (9.385, -12.736, 11.199)
C (10.225, -12.978, 9.949)
C (9.012, -7.446, 11.618)
C (10.384, -7.002, 12.275)
C (7.947, -6.715, 11.956)
H (5.721, -5.187, 12.335)
H (4.643, -6.506, 11.918)
H (5.347, -5.576, 10.624)
H (5.610, -8.315, 10.070)
H (6.280, -10.326, 9.349)
H (7.187, -11.213, 10.464)
H (7.935, -10.588, 8.912)
H (14.708, -12.786, 8.234)
H (15.560, -11.875, 10.364)
H (15.944, -9.286, 10.609)
H (15.291, -7.946, 8.711)
H (15.334, -8.889, 6.306)
H (9.434, -9.298, 14.102)
H (10.738, -10.439, 14.401)
H (9.182, -10.524, 15.226)
H (7.699, -12.192, 14.643)
H (7.548, -15.392, 14.120)
H (6.429, -14.971, 12.828)
H (6.463, -14.129, 14.420)
H (8.433, -14.546, 11.063)
H (10.212, -14.046, 9.650)
H (11.288, -12.701, 10.115)
H (9.902, -12.406, 9.061)
H (10.818, -7.589, 13.052)
H (10.252, -5.985, 12.666)
H (11.154, -6.735, 11.479)
H (8.127, -5.871, 12.648)

An isolated molecule of C3H4O3. Source: OMol25; level of theory: the ωB97M-V functional and the def2-TZVPD basis.

Calculated values
HOMO-LUMO gap   9.753 eV
SMILES string   O=CC(O)C=O
2S+1   1
Strongest force on any atom   7.51 eV Å⁻¹

Element x y z (Å)
O (1.830, -0.998, -0.208)
C (0.629, -0.896, 0.118)
C (-0.018, 0.484, 0.216)
O (1.051, 1.390, 0.020)
C (-1.379, 0.293, -0.336)
O (-2.138, -0.563, 0.086)
H (-0.102, -1.863, 0.250)
H (-0.119, 0.285, 1.298)
H (0.404, 2.373, 0.119)
H (-1.519, 1.290, -0.834)

A structure of composition C6H9NO. Source: OMol25; level of theory: the ωB97M-V functional and the def2-TZVPD basis.

Calculated values
HOMO-LUMO gap   9.778 eV
2S+1   1
Strongest force on any atom   6.27 eV Å⁻¹

Element x y z (Å)
C (-0.396, 1.389, -1.202)
C (0.427, 0.415, -2.107)
C (0.110, -0.006, -0.716)
C (1.069, -0.449, 1.522)
C (-0.274, -0.112, 1.195)
C (-0.776, -0.938, 0.046)
H (-1.469, 1.924, -1.166)
H (0.231, 2.220, -0.503)
H (-0.039, 0.026, -2.977)
H (1.471, 0.654, -2.384)
H (1.010, -1.483, 2.001)
H (1.478, 0.468, 2.082)
H (-0.281, 1.058, 0.935)
H (-2.436, 0.181, 1.170)
H (-0.608, -2.068, -0.245)
N (-1.692, -0.591, 1.177)
O (1.440, -0.078, 0.053)